--- i ---
{"formula": "C26H74O18", "method": "ωB97M-V/def2-TZVPD", "elements": ["C", "C", "O", "O", "H", "H", "H", "H", "H", "H", "C", "C", "O", "O", "H", "H", "H", "H", "H", "H", "C", "C", "O", "O", "H", "H", "H", "H", "H", "H", "C", "C", "O", "O", "H", "H", "H", "H", "H", "H", "C", "C", "O", "O", "H", "H", "H", "H", "H", "H", "C", "C", "O", "O", "H", "H", "H", "H", "H", "H", "C", "C", "O", "O", "H", "H", "H", "H", "H", "H", "C", "C", "C", "O", "H", "H", "H", "H", "H", "H", "H", "H", "C", "C", "C", "O", "H", "H", "H", "H", "H", "H", "H", "H", "C", "C", "C", "O", "H", "H", "H", "H", "H", "H", "H", "H", "C", "C", "C", "O", "H", "H", "H", "H", "H", "H", "H", "H"], "coordinates": [[1.346, 2.876, -3.627], [1.095, 1.436, -3.861], [0.036, 0.973, -2.990], [2.441, 3.351, -4.375], [1.726, 3.120, -2.358], [0.507, 3.389, -3.866], [1.985, 0.900, -3.480], [0.787, 1.373, -4.845], [-0.593, 1.588, -2.970], [2.430, 4.306, -4.242], [-1.828, 3.035, 3.787], [-0.309, 2.738, 3.977], [0.286, 3.994, 3.870], [-2.564, 1.764, 3.607], [-2.157, 3.664, 2.961], [-2.392, 3.479, 4.536], [0.027, 1.940, 3.183], [-0.066, 2.309, 4.969], [1.209, 3.802, 3.677], [-2.701, 1.428, 4.677], [3.320, -4.183, 1.576], [2.663, -2.861, 1.179], [1.210, -2.964, 1.255], [4.638, -3.998, 1.682], [3.124, -5.076, 1.238], [2.949, -4.074, 2.666], [2.945, -2.665, 0.057], [3.001, -2.088, 1.793], [1.020, -2.502, 0.540], [5.082, -3.875, 0.780], [-3.550, 1.357, -2.158], [-3.275, -0.047, -2.560], [-4.316, -0.860, -2.077], [-2.600, 2.247, -2.669], [-3.658, 1.543, -1.042], [-4.385, 1.702, -2.754], [-2.253, -0.456, -2.211], [-3.024, -0.217, -3.620], [-4.063, -1.744, -2.300], [-2.785, 3.078, -2.515], [-3.925, -3.199, 1.457], [-4.107, -1.708, 1.696], [-4.938, -1.130, 0.765], [-2.967, -3.729, 2.440], [-3.323, -3.413, 0.400], [-4.953, -3.727, 1.379], [-3.183, -1.083, 1.851], [-4.601, -1.485, 2.611], [-4.405, -1.019, -0.038], [-2.389, -4.267, 1.928], [-3.320, -3.826, -3.528], [-2.724, -3.346, -2.146], [-2.286, -2.045, -2.229], [-3.453, -5.274, -3.496], [-2.305, -3.636, -4.215], [-4.095, -3.237, -3.682], [-1.861, -3.877, -1.851], [-3.483, -3.700, -1.451], [-1.674, -1.981, -2.789], [-3.520, -5.584, -4.414], [-0.044, -2.958, -4.236], [0.554, -3.750, -2.947], [1.683, -4.467, -3.200], [-1.338, -2.566, -3.980], [0.041, -3.760, -4.999], [0.428, -1.974, -4.392], [0.098, -4.503, -2.584], [0.735, -2.970, -2.249], [1.664, -5.451, -3.073], [-1.686, -2.038, -4.650], [0.020, 5.897, -1.630], [-0.468, 4.796, -0.585], [0.640, 4.496, 0.462], [-1.557, 5.362, 0.194], [0.887, 5.436, -2.122], [0.415, 6.774, -1.074], [-0.948, 6.261, -2.303], [-0.759, 3.864, -1.133], [1.535, 4.039, 0.020], [0.382, 3.738, 1.178], [1.003, 5.429, 0.863], [-1.211, 5.890, 0.976], [0.207, -1.812, 4.532], [1.043, -3.035, 4.850], [0.814, -3.544, 6.266], [0.562, -4.108, 3.986], [0.201, -1.797, 3.479], [0.391, -0.847, 4.986], [-0.841, -1.951, 4.762], [2.004, -2.742, 4.569], [0.964, -4.600, 6.381], [-0.139, -3.313, 6.532], [1.324, -2.802, 6.901], [0.558, -3.717, 2.975], [1.367, 0.891, -0.064], [0.159, 0.053, 0.218], [-1.052, 0.864, 0.187], [0.053, -1.010, -0.705], [1.510, 1.626, -0.954], [2.251, 0.479, -0.055], [1.377, 1.599, 0.837], [0.288, -0.340, 1.389], [-1.108, 1.621, 0.994], [-2.074, 0.340, 0.242], [-1.198, 1.528, -0.711], [0.481, -0.603, -1.661], [5.584, 2.182, 1.224], [5.125, 3.514, 0.575], [4.284, 3.243, -0.651], [4.336, 4.112, 1.536], [4.742, 1.906, 1.791], [6.403, 2.426, 1.883], [5.961, 1.594, 0.453], [6.104, 3.999, 0.407], [3.381, 2.666, -0.394], [4.867, 2.406, -1.271], [4.026, 4.121, -1.334], [4.174, 4.988, 1.130]], "lowdin_charge": [-0.27, -0.19, -0.05, -0.05, 0.18, 0.08, 0.14, 0.11, -0.03, 0.09, -0.22, -0.25, -0.08, -0.17, 0.11, 0.08, 0.13, 0.12, 0.09, 0.19, -0.30, -0.17, -0.05, -0.05, 0.08, 0.15, 0.15, 0.10, -0.05, 0.14, -0.21, -0.26, -0.03, -0.03, 0.15, 0.12, 0.11, 0.13, 0.04, 0.00, -0.19, -0.31, -0.06, -0.09, 0.14, 0.14, 0.13, 0.11, 0.05, 0.05, -0.17, -0.19, -0.13, -0.08, 0.14, 0.06, 0.10, 0.12, -0.13, 0.08, -0.10, -0.22, -0.05, -0.13, 0.14, 0.14, 0.06, 0.10, 0.13, 0.12, -0.06, -0.44, -0.06, -0.10, 0.04, 0.07, 0.14, 0.12, 0.05, 0.05, 0.08, 0.12, -0.06, -0.47, -0.04, -0.12, 0.03, 0.08, 0.08, 0.10, 0.08, 0.03, 0.09, 0.12, -0.07, -0.51, -0.07, -0.11, 0.08, 0.01, 0.10, 0.19, 0.08, 0.11, 0.07, 0.18, -0.04, -0.54, -0.07, -0.05, 0.07, 0.08, 0.05, 0.14, 0.04, 0.12, 0.09, 0.11], "total_charge": 0, "lumo_ev": 0.1}


--- ii ---
{"formula": "C26H74O18", "method": "ωB97M-V/def2-TZVPD", "elements": ["C", "C", "C", "O", "H", "H", "H", "H", "H", "H", "H", "H", "C", "C", "C", "O", "H", "H", "H", "H", "H", "H", "H", "H", "C", "C", "C", "O", "H", "H", "H", "H", "H", "H", "H", "H", "C", "C", "C", "O", "H", "H", "H", "H", "H", "H", "H", "H", "O", "C", "C", "O", "H", "H", "H", "H", "H", "H", "O", "C", "C", "O", "H", "H", "H", "H", "H", "H", "O", "C", "C", "O", "H", "H", "H", "H", "H", "H", "O", "C", "C", "O", "H", "H", "H", "H", "H", "H", "O", "C", "C", "O", "H", "H", "H", "H", "H", "H", "O", "C", "C", "O", "H", "H", "H", "H", "H", "H", "O", "C", "C", "O", "H", "H", "H", "H", "H", "H"], "coordinates": [[-0.614, -0.020, -0.571], [0.109, 0.916, 0.412], [1.408, 0.445, 1.039], [0.342, 2.190, -0.073], [-1.134, -0.844, -0.083], [0.090, -0.452, -1.283], [-1.396, 0.511, -1.113], [-0.569, 1.017, 1.260], [1.124, -0.537, 1.415], [1.637, 1.058, 1.910], [2.222, 0.378, 0.317], [0.697, 1.980, -0.940], [4.388, -3.828, 2.980], [4.913, -2.604, 2.357], [5.646, -2.897, 0.976], [3.786, -1.754, 2.134], [4.087, -3.450, 3.957], [5.151, -4.607, 2.996], [3.463, -4.117, 2.482], [5.640, -2.014, 2.915], [5.021, -3.360, 0.212], [6.438, -3.609, 1.209], [6.232, -2.048, 0.625], [3.428, -1.450, 2.972], [-2.420, -3.910, -0.996], [-1.997, -4.271, 0.463], [-1.081, -5.527, 0.383], [-1.307, -3.312, 1.230], [-3.053, -4.631, -1.513], [-1.625, -3.725, -1.718], [-3.013, -2.995, -0.990], [-2.907, -4.633, 0.943], [-1.584, -6.350, -0.125], [-0.897, -5.951, 1.370], [-0.126, -5.367, -0.118], [-1.132, -3.520, 2.151], [-2.795, -1.201, -3.678], [-3.129, -2.377, -4.558], [-4.470, -3.014, -4.262], [-3.174, -1.902, -5.831], [-3.589, -0.477, -3.861], [-1.930, -0.642, -4.035], [-2.620, -1.356, -2.613], [-2.367, -3.155, -4.515], [-4.769, -3.658, -5.089], [-5.347, -2.369, -4.222], [-4.554, -3.591, -3.341], [-3.242, -2.705, -6.354], [2.770, -2.269, -0.465], [1.926, -3.409, -0.522], [1.663, -3.856, -1.972], [1.563, -2.721, -2.847], [2.940, -2.093, 0.464], [2.290, -4.250, 0.069], [0.968, -3.056, -0.141], [0.812, -4.537, -1.991], [2.524, -4.400, -2.362], [2.010, -2.083, -2.286], [-5.541, 1.224, 2.384], [-4.346, 0.713, 1.806], [-3.878, -0.663, 2.276], [-3.620, -0.721, 3.667], [-5.395, 2.153, 2.578], [-4.420, 0.579, 0.727], [-3.603, 1.498, 1.946], [-2.970, -0.969, 1.756], [-4.561, -1.442, 1.940], [-3.551, -1.630, 3.968], [3.247, -0.839, 4.736], [1.997, -1.483, 5.047], [0.872, -0.365, 4.893], [0.979, 0.416, 6.040], [3.303, -0.154, 5.406], [1.802, -2.204, 4.253], [2.101, -1.855, 6.066], [-0.120, -0.803, 4.785], [1.070, 0.260, 4.022], [0.079, 0.615, 6.308], [2.311, 3.859, 0.343], [2.277, 4.495, 1.686], [1.002, 5.251, 2.047], [-0.058, 4.330, 1.975], [1.593, 3.222, 0.314], [2.563, 3.799, 2.475], [3.167, 5.090, 1.891], [0.804, 6.156, 1.473], [1.175, 5.472, 3.100], [-0.098, 3.790, 2.767], [-3.529, 1.782, -3.004], [-4.617, 2.554, -2.414], [-4.040, 3.384, -1.230], [-3.090, 2.727, -0.368], [-3.124, 1.261, -2.307], [-5.086, 3.284, -3.073], [-5.445, 1.939, -2.060], [-4.777, 4.026, -0.749], [-3.322, 4.107, -1.617], [-2.411, 3.334, -0.063], [4.245, 2.810, -1.669], [3.974, 1.463, -1.961], [2.736, 1.124, -2.873], [1.554, 1.772, -2.413], [3.602, 3.105, -1.020], [4.877, 1.286, -2.545], [4.052, 0.735, -1.154], [2.681, 0.039, -2.949], [3.010, 1.443, -3.879], [0.906, 1.676, -3.115], [1.326, 6.411, -2.905], [0.572, 6.368, -1.690], [-0.553, 5.302, -1.732], [-1.102, 5.277, -0.445], [1.342, 7.283, -3.306], [1.380, 6.176, -0.984], [0.088, 7.317, -1.462], [-0.162, 4.313, -1.971], [-1.239, 5.589, -2.529], [-0.478, 4.729, 0.038]], "lowdin_charge": [-0.01, -0.47, -0.02, -0.07, 0.06, 0.08, 0.06, 0.13, 0.08, 0.07, 0.08, 0.04, -0.06, -0.46, -0.03, -0.09, 0.07, 0.09, 0.08, 0.14, 0.07, 0.07, 0.08, 0.04, -0.05, -0.45, -0.06, -0.06, 0.08, 0.07, 0.06, 0.13, 0.08, 0.07, 0.05, 0.09, -0.05, -0.55, -0.05, -0.02, 0.07, 0.09, 0.06, 0.13, 0.07, 0.08, 0.06, 0.10, -0.09, -0.23, -0.22, -0.07, 0.03, 0.12, 0.10, 0.10, 0.11, 0.03, -0.05, -0.24, -0.25, -0.06, 0.08, 0.11, 0.11, 0.09, 0.12, 0.08, -0.10, -0.17, -0.23, -0.06, 0.09, 0.11, 0.12, 0.12, 0.10, 0.09, -0.08, -0.18, -0.23, -0.07, 0.01, 0.11, 0.11, 0.12, 0.12, 0.10, -0.08, -0.18, -0.21, -0.09, 0.04, 0.12, 0.11, 0.11, 0.10, 0.06, -0.04, -0.24, -0.18, -0.06, 0.04, 0.12, 0.10, 0.10, 0.12, 0.11, -0.07, -0.22, -0.23, -0.07, 0.08, 0.11, 0.12, 0.11, 0.12, 0.03], "total_charge": 0, "lumo_ev": -0.1}


Most favorable structure: ii. The second most favorable one is 315.9 kcal/mol above it.


--- i ---
{"formula": "C3H5FO2", "method": "ωB97M-V/def2-TZVPD", "elements": ["C", "C", "C", "O", "O", "F", "H", "H", "H", "H", "H"], "coordinates": [[-1.611, -0.387, -0.161], [0.798, 1.074, -0.079], [0.546, -0.397, -0.104], [-2.129, 0.597, -0.568], [0.935, -1.129, 0.989], [0.644, -0.919, -1.353], [-2.167, -1.348, 0.186], [-0.204, 1.573, -0.135], [1.511, 1.353, -0.846], [1.400, 1.395, 0.928], [0.277, -1.812, 1.144]], "lowdin_charge": [-0.11, -0.03, -0.47, 0.02, 0.05, 0.04, 0.11, 0.07, 0.07, 0.14, 0.10], "total_charge": 0, "lumo_ev": 0.7}


--- ii ---
{"formula": "C3H5FO2", "method": "ωB97M-V/def2-TZVPD", "elements": ["O", "C", "C", "F", "C", "O", "H", "H", "H", "H", "H"], "coordinates": [[-2.206, -0.314, -0.895], [-1.531, -0.278, 0.068], [-0.275, 0.527, 0.282], [-0.168, 1.594, -0.666], [0.990, -0.233, 0.226], [1.298, -0.602, -1.094], [-1.567, -1.049, 0.900], [-0.288, 0.977, 1.339], [1.838, 0.335, 0.659], [0.826, -1.142, 0.792], [1.083, 0.186, -1.611]], "lowdin_charge": [0.13, -0.23, -0.27, -0.02, -0.24, -0.03, 0.14, 0.18, 0.14, 0.13, 0.09], "total_charge": 0, "lumo_ev": 0.6}


Most favorable structure: ii. The second most favorable one is 37.9 kcal/mol above it.


--- i ---
{"formula": "CH2N3O", "method": "ωB97M-V/def2-TZVPD", "elements": ["C", "N", "N", "N", "O", "H", "H"], "coordinates": [[-1.459, 0.238, 0.035], [-1.357, 1.404, 0.008], [1.141, -0.178, -0.043], [0.770, -1.324, -0.191], [-1.481, -0.966, 0.075], [1.092, 0.559, -0.790], [1.293, 0.268, 0.906]], "lowdin_charge": [-0.77, -0.02, -0.21, -0.05, -0.12, 0.09, 0.10], "total_charge": -1, "lumo_ev": 4.8}


--- ii ---
{"formula": "CH2N3O", "method": "ωB97M-V/def2-TZVPD", "elements": ["C", "N", "N", "N", "O", "H", "H"], "coordinates": [[1.862, -0.078, -0.050], [2.768, 0.343, -0.610], [-1.187, 1.303, -0.227], [-1.575, 0.253, -0.258], [-2.132, -0.698, -0.674], [1.144, -0.445, 0.580], [-0.879, -0.679, 1.239]], "lowdin_charge": [-0.14, 0.01, 0.09, -0.57, -0.12, -0.12, -0.14], "total_charge": -1, "lumo_ev": 4.7}


Most favorable structure: i. The second most favorable one is 62.9 kcal/mol above it.